{"formula": "C5H11FS2", "method": "ωB97M-V/def2-TZVPD", "lumo_energy_ev": 0.686, "mol_weight_g_mol": 154.28, "de_lowest_kj_mol": 0.00, "homo_lumo_gap_ha": 0.3426, "smiles": "CSC(C)(CF)SC", "species": ["C", "C", "C", "C", "C", "H", "H", "H", "H", "H", "H", "H", "H", "H", "H", "H", "F", "S", "S"], "coordinates": [[1.215, 2.122, -0.613], [0.217, -0.443, 0.067], [0.019, -1.418, 1.225], [1.262, -1.010, -0.899], [-2.518, 0.252, 0.253], [1.342, 3.158, -0.253], [2.172, 1.766, -1.066], [0.402, 2.105, -1.369], [-0.672, -1.004, 1.992], [-0.398, -2.365, 0.859], [0.952, -1.624, 1.702], [1.407, -0.314, -1.745], [0.914, -2.005, -1.257], [-3.375, 0.590, -0.274], [-2.114, 1.075, 0.849], [-2.787, -0.570, 0.928], [2.477, -1.185, -0.250], [0.772, 1.130, 0.824], [-1.285, -0.259, -0.971]], "mulliken_charge": [-0.77, 0.84, -1.78, -0.88, -0.81, 0.36, 0.23, 0.26, 0.41, 0.38, 0.48, 0.41, 0.42, 0.39, 0.26, 0.24, -0.31, -0.05, -0.05]}

=====

{"formula": "CH3NO3S", "method": "ωB97M-V/def2-TZVPD", "lumo_energy_ev": [-1.325, -1.325], "mol_weight_g_mol": 109.11, "de_lowest_kj_mol": 601.00, "homo_lumo_gap_ha": [0.3006, 0.3006], "species": ["C", "N", "O", "O", "O", "S", "H", "H", "H"], "coordinates": [[1.660, -0.441, -0.687], [-0.680, 0.222, -0.027], [3.989, -0.981, 0.137], [3.392, 1.425, -0.003], [0.404, 0.820, -0.585], [2.979, 0.075, 0.051], [1.211, -1.367, -0.279], [-1.550, 0.642, -0.306], [-0.578, 0.375, 0.986]], "mulliken_charge": [-0.07, -0.43, -0.47, -0.44, -0.24, 0.84, 0.33, 0.25, 0.24]}